{"formula": "C33H40AsBrN7O2Ru", "method": "wB97M-V/def2-TZVPD", "symbols": ["Ru", "O", "C", "C", "C", "C", "C", "C", "C", "O", "N", "N", "C", "C", "Br", "C", "C", "C", "C", "C", "C", "C", "H", "H", "H", "H", "H", "H", "H", "H", "H", "H", "H", "H", "H", "H", "C", "C", "N", "C", "C", "N", "C", "N", "N", "N", "C", "C", "C", "C", "C", "C", "H", "H", "H", "H", "H", "H", "H", "H", "H", "H", "H", "C", "C", "As", "C", "C", "C", "C", "H", "H", "H", "H", "H", "H", "H", "H", "H", "H", "H", "H", "H", "H", "H"], "coordinates": [[0.864, 0.795, 0.171], [0.012, 0.374, -3.946], [1.042, -0.258, -4.393], [0.959, -0.783, -5.722], [2.018, -1.458, -6.241], [3.184, -1.622, -5.458], [3.267, -1.093, -4.146], [2.219, -0.422, -3.586], [2.313, 0.209, -2.208], [1.070, 0.725, -1.791], [2.762, -0.782, -1.215], [2.638, -0.213, 0.047], [3.460, -0.436, 1.013], [3.250, 0.096, 2.320], [1.617, 1.130, 2.521], [4.013, -0.058, 3.426], [5.327, -0.654, 3.512], [5.667, -1.305, 4.706], [6.898, -1.920, 4.835], [7.818, -1.848, 3.796], [7.514, -1.155, 2.628], [6.276, -0.563, 2.480], [0.230, 0.669, -2.983], [0.045, -0.618, -6.277], [1.976, -1.860, -7.243], [4.035, -2.149, -5.870], [4.198, -1.213, -3.606], [3.024, 1.050, -2.260], [3.691, -1.155, -1.384], [4.328, -1.075, 0.867], [3.593, 0.287, 4.367], [4.956, -1.342, 5.522], [7.152, -2.436, 5.750], [8.791, -2.307, 3.909], [8.259, -1.056, 1.850], [6.077, 0.046, 1.607], [-1.785, -0.372, 2.589], [-1.498, -1.164, 1.365], [-0.581, -0.883, 0.448], [-0.622, -1.897, -0.496], [-1.573, -2.790, -0.136], [-2.127, -2.313, 1.032], [-3.203, -2.952, 1.796], [-4.465, -2.297, 1.612], [-4.945, -1.486, 2.621], [-6.069, -1.018, 2.288], [-6.406, -1.513, 1.038], [-7.553, -1.322, 0.276], [-7.614, -1.985, -0.946], [-6.568, -2.813, -1.386], [-5.427, -3.011, -0.634], [-5.369, -2.339, 0.597], [-1.342, 0.618, 2.499], [-1.365, -0.856, 3.473], [-2.855, -0.262, 2.759], [0.044, -1.917, -1.339], [-1.896, -3.714, -0.585], [-2.976, -2.908, 2.860], [-3.263, -3.994, 1.489], [-8.365, -0.698, 0.625], [-8.494, -1.870, -1.564], [-6.667, -3.321, -2.336], [-4.637, -3.668, -0.975], [-0.162, 4.779, 1.642], [-1.197, 3.673, 1.471], [-0.886, 2.538, -0.079], [-2.614, 1.702, -0.451], [-3.681, 2.695, -0.902], [-0.556, 3.711, -1.597], [0.889, 4.180, -1.734], [-0.352, 5.322, 2.567], [-0.209, 5.501, 0.827], [0.856, 4.387, 1.693], [-2.202, 4.083, 1.361], [-1.216, 3.015, 2.343], [-2.909, 1.191, 0.468], [-2.434, 0.932, -1.204], [-3.896, 3.443, -0.140], [-4.611, 2.161, -1.104], [-3.399, 3.213, -1.819], [-1.240, 4.553, -1.481], [-0.880, 3.156, -2.481], [1.177, 4.851, -0.928], [1.011, 4.724, -2.671], [1.584, 3.339, -1.745]], "forces_ev_per_a": [[0.330, 1.416, 0.287], [-0.221, -0.029, -0.303], [-0.349, 0.048, -0.152], [0.068, -0.024, 0.004], [0.153, -0.044, 0.057], [-0.103, 0.116, 0.146], [0.030, -0.123, -0.312], [0.338, -0.040, 0.083], [-0.228, 0.211, 0.180], [0.090, -0.202, -0.919], [0.019, -0.143, 0.028], [0.024, -0.551, 0.536], [0.017, -0.201, -0.877], [0.063, 0.126, 0.801], [0.098, 0.010, 0.216], [-0.500, 0.172, -0.410], [0.326, -0.162, 0.038], [-0.030, 0.030, -0.183], [0.061, 0.004, -0.028], [0.021, 0.003, -0.021], [0.056, -0.061, 0.081], [-0.106, 0.035, 0.156], [0.236, 0.053, 0.411], [0.008, 0.025, 0.045], [0.043, -0.013, 0.009], [-0.012, 0.011, 0.015], [0.025, -0.023, -0.005], [0.062, -0.047, -0.026], [0.068, 0.082, -0.028], [0.017, 0.034, 0.001], [0.007, 0.048, -0.033], [-0.009, 0.010, -0.006], [0.007, 0.002, -0.002], [-0.005, -0.001, -0.002], [0.000, -0.007, 0.000], [-0.019, -0.014, 0.004], [-0.049, -0.047, 0.054], [0.616, 0.570, -0.356], [-0.412, -0.563, 0.137], [-0.187, 0.080, 0.427], [-0.093, -0.173, -0.365], [-0.723, -0.508, 0.490], [1.284, -0.056, -0.247], [-1.341, -0.144, -1.314], [-0.357, 0.416, 0.194], [0.159, 0.020, 0.316], [-0.678, 0.183, -0.412], [0.755, 0.662, 1.926], [0.283, -0.983, -1.401], [-0.240, -0.033, -0.277], [-0.098, -0.454, -0.766], [0.805, 0.427, 1.609], [-0.002, -0.070, -0.043], [0.039, 0.022, 0.004], [0.005, 0.055, 0.018], [0.060, 0.007, 0.003], [0.040, -0.015, 0.011], [-0.074, -0.007, 0.006], [-0.086, 0.027, 0.007], [-0.012, 0.037, 0.043], [-0.003, -0.017, -0.045], [-0.017, 0.028, 0.015], [-0.023, 0.026, -0.011], [-0.012, -0.011, 0.037], [-0.254, 0.085, -0.171], [0.403, -0.895, 0.340], [-0.017, 0.512, -0.055], [-0.185, -0.272, -0.005], [-0.228, 0.099, 0.123], [-0.008, -0.034, -0.039], [0.012, 0.016, 0.000], [-0.001, -0.007, -0.004], [-0.013, -0.014, -0.017], [0.020, 0.116, 0.092], [0.007, -0.026, -0.020], [-0.006, 0.006, 0.035], [0.041, 0.018, -0.021], [0.030, 0.014, 0.002], [-0.077, 0.103, -0.037], [0.022, -0.005, 0.011], [0.028, 0.062, -0.124], [0.011, -0.009, -0.012], [0.014, -0.023, 0.021], [0.001, 0.026, 0.011], [-0.023, -0.005, 0.022]], "total_charge": 3, "s_squared": 6.061, "e_lumo_ev": [-8.15, -11.99], "e_homo_ev": [-14.6, -14.7], "gap_ev": [6.40, 2.75], "multiplicity": 5, "e_tot_ha": -6718.88394}